No. 1
{
  "formula": "C29H44BrCl5GeN2O12P2Zr",
  "method": "ωB97M-V/def2-TZVPD",
  "charge": 1,
  "multiplicity": 2,
  "s_squared": 0.76,
  "orbital_gap_ev": [8.954, 7.540],
  "homo_ev": [-11.227, -11.227],
  "lumo_ha": [-0.084, -0.135],
  "species": ["Zr", "C", "C", "C", "C", "O", "Ge", "O", "C", "C", "C", "C", "O", "C", "C", "C", "C", "H", "H", "H", "H", "H", "H", "H", "H", "H", "H", "H", "H", "H", "H", "H", "H", "H", "H", "H", "H", "H", "H", "H", "H", "H", "H", "H", "O", "P", "O", "O", "O", "P", "O", "O", "O", "H", "H", "Cl", "C", "C", "C", "Cl", "C", "Cl", "C", "Cl", "C", "Cl", "N", "C", "C", "N", "C", "C", "H", "H", "H", "H", "H", "H", "H", "H", "H", "H", "H", "Br", "C", "C", "C", "C", "C", "C", "C", "O", "O", "H", "H", "H", "H"],
  "xyz": [[-0.6262, -0.1267, -0.4006], [-4.0759, 1.5015, -1.2296], [-4.1082, 0.3351, -0.2546], [-5.2157, -0.6324, -0.6446], [-4.3155, 0.8241, 1.1672], [-2.8234, -0.3724, -0.3463], [-2.6055, -2.2946, -0.0921], [-1.1241, -1.7530, 1.0917], [-1.2328, -2.2061, 2.4891], [-1.4409, -3.7150, 2.5279], [-2.4274, -1.5015, 3.1148], [0.0398, -1.8624, 3.2380], [-1.3022, -1.9633, -1.4470], [-1.5937, -2.1992, -2.8733], [-1.9134, -0.8770, -3.5503], [-2.7865, -3.1406, -2.9827], [-0.3682, -2.8485, -3.4861], [-4.8580, 2.2154, -0.9691], [-3.1206, 2.0206, -1.1881], [-4.2491, 1.1673, -2.2541], [-6.1708, -0.1048, -0.6342], [-5.0576, -1.0218, -1.6526], [-5.2957, -1.4711, 0.0491], [-5.2051, 1.4536, 1.2189], [-4.4513, -0.0122, 1.8529], [-3.4580, 1.4039, 1.4959], [-2.2962, -4.0406, 1.9357], [-0.5560, -4.2462, 2.1774], [-1.6264, -4.0118, 3.5613], [-3.3632, -1.8517, 2.6710], [-2.4680, -1.7163, 4.1838], [-2.3681, -0.4235, 2.9754], [0.8923, -2.4119, 2.8382], [0.2540, -0.7948, 3.2168], [-0.0870, -2.1662, 4.2785], [-2.7039, -0.3469, -3.0164], [-1.0359, -0.2303, -3.6167], [-2.2614, -1.0697, -4.5660], [-3.7092, -2.6771, -2.6248], [-2.9385, -3.4061, -4.0293], [-2.6157, -4.0620, -2.4223], [0.5128, -2.2227, -3.3610], [-0.1798, -3.8203, -3.0325], [-0.5412, -2.9950, -4.5541], [1.9790, 0.5493, -3.8385], [2.0409, 0.3895, -2.2613], [3.3678, 0.0103, -1.7801], [0.7869, -0.4300, -1.8607], [1.6072, 1.8778, -1.7162], [0.1703, 2.6157, -1.9871], [-0.0834, 2.4673, -3.5400], [0.3017, 4.0070, -1.5360], [-0.8566, 1.6592, -1.3420], [2.8459, 0.3512, -4.2187], [-0.0103, 3.3065, -4.0121], [-0.1795, -5.0941, -0.5274], [1.1891, -4.0977, -0.1601], [1.0581, -2.7710, 0.1049], [2.0874, -1.9628, 0.4592], [1.7551, -0.2968, 0.9352], [3.3783, -2.4641, 0.5123], [4.6864, -1.4566, 0.9747], [3.5693, -3.8161, 0.2117], [5.1485, -4.4806, 0.2762], [2.4815, -4.6348, -0.1209], [2.7302, -6.2951, -0.4661], [3.0620, 5.5381, 0.2285], [3.4064, 4.2968, -0.5661], [3.5049, 3.1211, 0.3983], [2.3077, 2.9604, 1.2014], [1.9490, 4.1663, 1.9197], [1.7687, 5.3596, 0.9966], [3.0024, 6.3481, -0.3858], [3.8145, 5.7169, 0.8963], [4.3335, 4.4920, -1.1036], [2.5840, 4.1563, -1.2645], [4.3568, 3.2678, 1.0729], [3.6965, 2.2160, -0.1789], [1.5399, 2.6633, 0.6102], [2.7370, 4.3768, 2.6530], [1.0272, 4.0069, 2.4782], [1.5622, 6.2899, 1.5239], [0.9990, 5.1605, 0.2522], [-1.7050, 4.2495, 0.9092], [-2.2310, 3.5749, 2.5874], [-3.1638, 4.3014, 3.3121], [-3.5018, 3.8945, 4.5937], [-2.8810, 2.7857, 5.1545], [-1.9402, 2.0830, 4.4214], [-1.6232, 2.4484, 3.1125], [-0.5967, 1.5942, 2.4154], [0.4565, 1.3588, 2.9693], [-0.9550, 1.0792, 1.2651], [-3.6099, 5.1845, 2.8764], [-4.2355, 4.4557, 5.1570], [-3.1215, 2.4771, 6.1628], [-1.4358, 1.2265, 4.8501]]
}


No. 2
{
  "formula": "C60H120O45",
  "method": "ωB97M-V/def2-TZVPD",
  "orbital_gap_ev": 10.595,
  "homo_ev": -10.250,
  "lumo_ha": 0.013,
  "e_above_lowest_kj_mol": 0.0,
  "species": ["C", "C", "O", "C", "O", "O", "C", "H", "H", "H", "H", "H", "H", "H", "H", "C", "C", "O", "C", "O", "O", "C", "H", "H", "H", "H", "H", "H", "H", "H", "C", "C", "O", "C", "O", "O", "C", "H", "H", "H", "H", "H", "H", "H", "H", "C", "C", "O", "C", "O", "O", "C", "H", "H", "H", "H", "H", "H", "H", "H", "C", "C", "O", "C", "O", "O", "C", "H", "H", "H", "H", "H", "H", "H", "H", "C", "C", "O", "C", "O", "O", "C", "H", "H", "H", "H", "H", "H", "H", "H", "C", "C", "O", "C", "O", "O", "C", "H", "H", "H", "H", "H", "H", "H", "H", "C", "C", "O", "C", "O", "O", "C", "H", "H", "H", "H", "H", "H", "H", "H", "C", "C", "O", "C", "O", "O", "C", "H", "H", "H", "H", "H", "H", "H", "H", "C", "C", "O", "C", "O", "O", "C", "H", "H", "H", "H", "H", "H", "H", "H", "C", "C", "O", "C", "O", "O", "C", "H", "H", "H", "H", "H", "H", "H", "H", "C", "C", "O", "C", "O", "O", "C", "H", "H", "H", "H", "H", "H", "H", "H", "C", "C", "O", "C", "O", "O", "C", "H", "H", "H", "H", "H", "H", "H", "H", "C", "C", "O", "C", "O", "O", "C", "H", "H", "H", "H", "H", "H", "H", "H", "C", "C", "O", "C", "O", "O", "C", "H", "H", "H", "H", "H", "H", "H", "H"],
  "xyz": [[16.9582, 22.0189, 16.7009], [16.2863, 21.5985, 18.0122], [15.1890, 22.5569, 18.1454], [14.3295, 22.1553, 19.1052], [14.4528, 21.2654, 19.9167], [13.2315, 22.8644, 19.0443], [12.3459, 22.7544, 20.1146], [17.3144, 23.0505, 16.8046], [16.1883, 22.0125, 15.8955], [17.7673, 21.2814, 16.5404], [16.8994, 21.7680, 18.8952], [15.9204, 20.5654, 17.9867], [11.7459, 23.6670, 20.0944], [12.8018, 22.8050, 21.1090], [11.6945, 21.8808, 20.0440], [16.3350, 14.1079, 25.8930], [15.9862, 15.1418, 24.7652], [17.2725, 15.4277, 24.1888], [17.3732, 16.5863, 23.5410], [16.5363, 17.3316, 23.2201], [18.6664, 16.6044, 23.1894], [19.0659, 17.7174, 22.4061], [16.5513, 14.5947, 26.8480], [17.1646, 13.4594, 25.5899], [15.4250, 13.5018, 25.9740], [15.3896, 16.0094, 25.1076], [15.4203, 14.6567, 24.0226], [18.2798, 18.1685, 21.7820], [19.8212, 17.2697, 21.7585], [19.4991, 18.4419, 23.1109], [13.5837, 11.6404, 23.5660], [13.3206, 12.5654, 22.3882], [11.9527, 12.8360, 22.2530], [11.4066, 12.6509, 20.9914], [11.8606, 11.9485, 20.1754], [10.2955, 13.4008, 20.9816], [9.4602, 13.1909, 19.8056], [13.8195, 12.2504, 24.4484], [14.4430, 10.9921, 23.2826], [12.7333, 10.9885, 23.8060], [13.7359, 12.0738, 21.5012], [13.8866, 13.5109, 22.4669], [9.7386, 13.9111, 19.0083], [8.3945, 13.3031, 20.1254], [9.5720, 12.1397, 19.5407], [18.5418, 14.4222, 10.9997], [17.6265, 15.4739, 10.4147], [16.6966, 16.0489, 11.3447], [15.6458, 15.3307, 11.6872], [15.2995, 14.2517, 11.2461], [14.9522, 16.0465, 12.5342], [13.7001, 15.4875, 12.9512], [17.9548, 13.5766, 11.2981], [19.0941, 14.8136, 11.8542], [19.3250, 14.2034, 10.2550], [17.0226, 14.9890, 9.6725], [18.1254, 16.3305, 10.0156], [13.2911, 16.2578, 13.6910], [13.6495, 14.5615, 13.5326], [13.0062, 15.3898, 12.1013], [17.0320, 17.2593, 16.1050], [15.7605, 17.8428, 15.4943], [14.9883, 18.4398, 16.6011], [13.8994, 19.0969, 16.1927], [13.6796, 19.6038, 15.1344], [13.0713, 19.0208, 17.2779], [11.9498, 20.0385, 17.2218], [16.9537, 16.2870, 16.5817], [17.4805, 17.9446, 16.8249], [17.8579, 17.2044, 15.3936], [15.0563, 17.0709, 15.1458], [15.7987, 18.6192, 14.7313], [11.2398, 19.8481, 16.4237], [12.3074, 21.0425, 17.2031], [11.4000, 19.9198, 18.1297], [10.2390, 22.8584, 23.8429], [9.6349, 21.5107, 23.9143], [10.5019, 20.4467, 23.5987], [10.7749, 20.2371, 22.3317], [10.1761, 20.5522, 21.3503], [11.8675, 19.3902, 22.3518], [12.3087, 18.8314, 21.1018], [10.8359, 23.0840, 22.9599], [10.9374, 23.0681, 24.6489], [9.3777, 23.5129, 23.8224], [8.7788, 21.4577, 23.2249], [9.3127, 21.3280, 24.9737], [12.8723, 17.9010, 21.3234], [12.8990, 19.5160, 20.4945], [11.4421, 18.5565, 20.4651], [18.1744, 14.8204, 20.6788], [18.5315, 15.2790, 19.2658], [19.6476, 16.1906, 19.2807], [20.8546, 15.8074, 19.5827], [21.2338, 14.6672, 19.8954], [21.6521, 16.8784, 19.4722], [23.0692, 16.8131, 19.6906], [17.8180, 15.7180, 21.2020], [19.0180, 14.4434, 21.2503], [17.3522, 14.1038, 20.7301], [17.7147, 15.9177, 18.8380], [18.8214, 14.4153, 18.6424], [23.4911, 17.7876, 19.7446], [23.5655, 16.2126, 18.9551], [23.2935, 16.3890, 20.6920], [9.4897, 19.3029, 13.5268], [10.0417, 17.9762, 14.0946], [10.0506, 17.9879, 15.5051], [10.6843, 16.9899, 16.1028], [11.3253, 16.1166, 15.6231], [10.4404, 17.1518, 17.4115], [11.3113, 16.4582, 18.3181], [10.2010, 20.0979, 13.6840], [8.4706, 19.5946, 13.7885], [9.4291, 19.0969, 12.4205], [10.9904, 17.6688, 13.6228], [9.3486, 17.1632, 13.7894], [11.0212, 16.6763, 19.3212], [12.3720, 16.7772, 18.2588], [11.3698, 15.4205, 18.2270], [11.8035, 20.8665, 27.1825], [13.0450, 20.4738, 26.2978], [13.0664, 21.6635, 25.3972], [13.6777, 21.6333, 24.2315], [13.4179, 22.3352, 23.2630], [14.5426, 20.5626, 24.1758], [15.2616, 20.4493, 22.9602], [11.5148, 20.1160, 27.9260], [10.9682, 21.1835, 26.5507], [12.1398, 21.7039, 27.7072], [12.8356, 19.6070, 25.6576], [13.9376, 20.3324, 26.8465], [15.4424, 21.4597, 22.6303], [14.6761, 19.8605, 22.2828], [16.1626, 19.8822, 23.2480], [9.6018, 13.1964, 14.6016], [10.9010, 12.6425, 15.1463], [10.7528, 11.2993, 15.6007], [11.9559, 10.7357, 15.9760], [13.0005, 11.2087, 15.7654], [11.7963, 9.5988, 16.6851], [10.4327, 9.2025, 17.1620], [8.8233, 13.3201, 15.3716], [9.1871, 12.4512, 13.8923], [9.8591, 14.1178, 14.0882], [11.2617, 13.2011, 16.0017], [11.6902, 12.5601, 14.3984], [9.8865, 8.6949, 16.3677], [9.9055, 10.0833, 17.5742], [10.5124, 8.3957, 17.8324], [11.7631, 16.0606, 23.5892], [13.0585, 16.5971, 24.0763], [13.2609, 16.5584, 25.5051], [13.1850, 15.3597, 26.0920], [13.0991, 14.3114, 25.5368], [13.3372, 15.5156, 27.3804], [13.4202, 14.3011, 28.1177], [11.5494, 16.6217, 22.6848], [11.0180, 16.3480, 24.3264], [11.6787, 14.9725, 23.4319], [13.1901, 17.6648, 23.8465], [13.8284, 16.1058, 23.5284], [14.4676, 14.0512, 28.2661], [12.9213, 13.4544, 27.5334], [12.9612, 14.4092, 29.1025], [22.4516, 20.7707, 20.3179], [21.0599, 20.2815, 20.1219], [20.9456, 19.8038, 18.7771], [19.7402, 19.5390, 18.3867], [18.7527, 19.8404, 19.0090], [19.6711, 18.9043, 17.2037], [20.9061, 18.4745, 16.5432], [22.5834, 21.1587, 21.3103], [22.7883, 21.6268, 19.6771], [23.1200, 19.8825, 20.1993], [20.3307, 21.1078, 20.2510], [20.8260, 19.4900, 20.8571], [21.3987, 19.3744, 16.1577], [20.4916, 17.8258, 15.7914], [21.5002, 17.9216, 17.2267], [21.0706, 15.3360, 15.9270], [21.3001, 13.8663, 15.7220], [20.2066, 13.1345, 16.3085], [19.5945, 12.2502, 15.4868], [19.9783, 11.8740, 14.4232], [18.5203, 11.7509, 16.0953], [17.7566, 10.8531, 15.2910], [20.1723, 15.7450, 15.4625], [21.9796, 15.8434, 15.5942], [21.1030, 15.6783, 16.9723], [22.2242, 13.4707, 16.1307], [21.3209, 13.6773, 14.6145], [16.9143, 10.6157, 15.9908], [18.2916, 9.9546, 15.0091], [17.3317, 11.3919, 14.4839], [14.1741, 14.2888, 17.2875], [14.8765, 13.8868, 18.5293], [14.4144, 14.3941, 19.7732], [14.6841, 15.6797, 20.1663], [14.3965, 15.9945, 21.2974], [15.2157, 16.4053, 19.2287], [15.6715, 17.7697, 19.5678], [14.5629, 13.8352, 16.3806], [14.2002, 15.3901, 17.1426], [13.0724, 14.0895, 17.2671], [15.9333, 14.0948, 18.5773], [14.7240, 12.7676, 18.6431], [15.8464, 17.8797, 20.6375], [14.8695, 18.4530, 19.2203], [16.5487, 17.9094, 18.9232], [19.1380, 11.2316, 22.7628], [17.6445, 11.0329, 22.9428], [16.9897, 10.9896, 21.6469], [16.1645, 10.0548, 21.2056], [16.0124, 8.9630, 21.7656], [15.5664, 10.4606, 20.1032], [14.5351, 9.5791, 19.5720], [19.5237, 10.8899, 23.7144], [19.4411, 12.2876, 22.6199], [19.5855, 10.6542, 21.9227], [17.2799, 11.8174, 23.5279], [17.4284, 10.0734, 23.5271], [13.6004, 10.0356, 19.9329], [14.6090, 8.5676, 19.9004], [14.5794, 9.6828, 18.4870]]
}


No. 3
{
  "formula": "C5H11IrN5O4S2",
  "method": "ωB97M-V/def2-TZVPD",
  "charge": 2,
  "multiplicity": 2,
  "s_squared": 0.76,
  "orbital_gap_ev": [6.937, 6.765],
  "homo_ev": [-16.482, -16.354],
  "lumo_ha": [-0.351, -0.352],
  "e_above_lowest_kj_mol": 0.0,
  "species": ["Ir", "N", "N", "C", "N", "N", "N", "O", "O", "H", "H", "H", "H", "H", "C", "C", "S", "C", "C", "S", "H", "H", "H", "H", "H", "H", "O", "O"],
  "xyz": [[0.2347, -0.9018, -0.9106], [-0.4469, -2.8911, -0.3495], [-1.8662, -2.8772, -0.2727], [-2.5299, -1.6867, -0.2427], [-3.8274, -1.6805, -0.0538], [-1.7436, -0.6157, -0.4113], [-2.2640, 0.6881, -0.1819], [-1.4376, 1.5543, -0.2559], [-3.4396, 0.8040, 0.0631], [-0.1571, -3.5148, -1.1091], [-0.0679, -3.2625, 0.5259], [-2.3416, -3.7638, -0.1958], [-4.3504, -2.5325, 0.0822], [-4.3143, -0.7941, -0.0301], [2.2462, 3.1965, -0.4904], [1.6583, 1.8413, -0.3382], [0.9952, 1.0951, -1.6079], [1.7270, 1.1439, 0.9797], [2.4978, 1.7294, 2.1095], [0.9719, -0.2832, 1.1701], [1.9882, 3.6297, -1.4523], [3.3372, 3.1511, -0.4058], [1.8764, 3.8501, 0.3030], [2.7199, 2.7807, 1.9575], [3.4484, 1.1925, 2.2052], [1.9631, 1.5999, 3.0498], [2.0189, -1.4532, -1.6924], [1.1036, -1.9997, -2.4457]]
}